Computed, not measured: C11H10O3 in the gas phase at a distorted geometry, with wB97M-V/def2-TZVPD.

Output
HOMO-LUMO gap (spin up / spin down) ... 0.124 / 0.129 Ha
DFT total energy ... -17703.709 eV
E_HOMO (spin up / spin down) ... -3.23 / -7.57 eV
Spin multiplicity ... 3
Relative energy (zero: lowest compared OMol25 entry of this formula, charge and spin) ... 1.538 eV
Molar mass ... 190.2 g mol⁻¹

```
24
Properties=species:S:1:pos:R:3:lowdin_charge:R:1
O 2.42 -0.59 0.08 0.038
O 0.89 -1.63 -1.27 0.078
O -0.36 1.38 -1.13 0.068
C -1.91 -0.95 2.75 -0.126
C -0.66 -0.46 3.03 -0.096
C 0.03 -0.57 0.72 -0.172
C -0.41 2.27 -2.17 -0.060
C 0.84 0.80 -1.25 -0.127
C 1.55 1.32 -2.28 0.030
C -1.26 -1.08 0.42 -0.056
C -2.25 -1.25 1.43 -0.092
C 1.06 -0.55 -0.41 -0.426
C 0.30 -0.22 2.04 -0.033
C 0.76 2.38 -2.87 0.000
H 0.26 -2.17 -0.91 0.032
H -0.57 -0.18 4.07 0.100
H 1.20 3.05 -3.58 0.108
H 1.22 0.17 2.24 0.066
H -3.29 -1.46 1.10 0.097
H -1.45 -1.59 -0.61 0.143
H 2.48 0.95 -2.69 0.128
H -1.30 2.97 -2.18 0.153
H -2.38 -1.19 3.63 0.066
H 2.85 -1.39 -0.16 0.082
```



Computed, not measured: C6H14O2 in the gas phase at a distorted geometry, with wB97M-V/def2-TZVPD.

Output
HOMO-LUMO gap ... 0.390 Ha
DFT total energy ... -10543.464 eV
E_HOMO ... -9.88 eV
Spin multiplicity ... 1
Relative energy (zero: lowest compared OMol25 entry of this formula, charge and spin) ... 1.153 eV
Molar mass ... 118.2 g mol⁻¹
SMILES ... C[C@@H](O)[C@@H](C)CCO

```
22
Properties=species:S:1:pos:R:3:lowdin_charge:R:1
O -0.30 0.60 -2.28 -0.123
O -0.14 -1.27 2.13 -0.031
C 1.09 0.48 -0.17 -0.140
C 1.05 0.75 -1.68 -0.189
C -0.59 1.55 1.40 -0.063
C -0.36 0.45 0.37 -0.341
C -0.56 -2.04 -0.14 -0.035
C -0.76 -0.94 0.91 -0.417
H -0.25 0.82 -3.22 0.086
H -1.04 0.64 -0.47 0.124
H 0.81 -1.34 1.98 0.088
H 1.65 1.27 0.32 0.112
H -1.06 -2.95 0.17 0.079
H -1.63 1.57 1.70 0.079
H 0.50 -2.27 -0.27 0.075
H 0.02 1.37 2.29 0.077
H -0.96 -1.71 -1.10 0.078
H 1.60 -0.46 0.02 0.097
H 1.39 1.78 -1.89 0.111
H -1.83 -0.89 1.16 0.146
H -0.33 2.52 0.99 0.078
H 1.70 0.05 -2.21 0.110
```



Computed, not measured: 3 unconnected molecules or ions with the total composition C21H44N7O2, with wB97M-V/def2-TZVPD.

Output
HOMO-LUMO gap (spin up / spin down) ... 0.249 / 0.294 Ha
DFT total energy ... -37007.173 eV
E_HOMO (spin up / spin down) ... -9.61 / -10.81 eV
Spin multiplicity ... 3
Total charge ... +1
Molar mass ... 426.6 g mol⁻¹

```
74
Properties=species:S:1:pos:R:3:lowdin_charge:R:1
O 1.04 -2.73 0.25 -0.046
O -1.15 2.48 -1.01 -0.063
N 0.65 5.69 0.83 0.108
N -1.64 1.30 -1.08 -0.096
N 1.73 -3.78 0.48 -0.099
N 1.94 8.86 0.34 0.097
N 2.11 7.51 0.41 0.149
N -0.01 7.98 0.79 0.190
N -0.97 5.33 2.55 0.029
C 0.65 0.68 -1.71 -0.039
C -1.04 -1.09 -1.59 -0.037
C 0.65 9.08 0.58 -0.087
C 2.78 -3.57 1.53 -0.480
C 0.90 -5.02 0.54 -0.490
C 3.31 -2.15 1.39 -0.049
C -0.83 0.38 -1.95 -0.485
C -3.46 1.49 -2.74 -0.133
C -3.13 1.29 -1.25 -0.478
C -3.71 2.45 -0.45 -0.050
C 2.13 -3.74 2.91 -0.134
C -0.68 5.19 1.13 -0.249
C -3.76 -0.01 -0.71 -0.021
C 1.71 -6.28 0.23 -0.030
C -1.19 0.65 -3.41 -0.130
C 1.30 -5.01 3.06 -0.169
C -0.18 -4.92 -0.53 -0.039
C -2.69 0.56 -3.67 -0.168
C 3.97 -4.54 1.35 -0.023
C 0.90 6.98 0.69 -0.328
C 0.27 -5.11 1.93 -0.131
H 2.54 -1.41 1.58 0.072
H 0.25 -4.78 -1.51 0.093
H 2.92 -3.71 3.67 0.126
H -3.24 2.52 -3.01 0.123
H -2.90 0.84 -4.71 0.115
H 4.03 -4.90 0.33 0.083
H 3.00 7.06 0.24 0.189
H 1.03 -7.13 0.15 0.091
H -0.86 -4.09 -0.33 0.072
H -3.98 -0.74 -1.49 0.076
H -0.86 -1.27 -0.53 0.079
H 2.68 9.51 0.13 0.185
H 1.41 5.04 0.72 0.162
H 3.72 -1.98 0.40 0.094
H -0.19 4.98 3.10 0.072
H 4.11 -2.01 2.13 0.087
H -0.76 -5.84 -0.53 0.090
H -3.44 2.37 0.60 0.090
H 2.24 -6.18 -0.72 0.093
H -3.10 -0.49 0.02 0.084
H -0.28 -6.05 2.00 0.126
H 3.91 -5.40 2.02 0.075
H 0.91 1.69 -2.01 0.072
H -0.74 4.17 0.75 0.105
H -3.04 -0.47 -3.57 0.105
H 0.78 -4.99 4.02 0.114
H -0.46 -4.31 2.04 0.125
H 1.49 -2.88 3.10 0.123
H 2.44 -6.54 1.00 0.061
H 0.90 0.56 -0.65 0.089
H -3.37 3.41 -0.82 0.072
H 0.19 10.06 0.59 0.153
H 1.25 -0.02 -2.28 0.092
H -4.70 0.21 -0.20 0.083
H 4.90 -4.03 1.57 0.082
H -1.41 5.78 0.56 0.123
H -2.02 -1.47 -1.85 0.064
H -0.65 -0.06 -4.03 0.127
H -4.54 1.35 -2.87 0.128
H -4.80 2.42 -0.53 0.090
H -0.31 -1.69 -2.14 0.091
H 1.94 -5.89 3.08 0.104
H -1.78 4.77 2.79 0.078
H -0.84 1.65 -3.69 0.124
```